Here is a cluster of 7 separate species, C13H37F5N3O8S in total at a distorted geometry from the Open Molecules 2025 dataset. Energies are from ωB97M-V with the def2-TZVPD basis set.

Structure (XYZ):
```
67
Properties=species:S:1:pos:R:3:mulliken_charge:R:1
C -0.8154 -3.1277 -1.5265 -1.03
C -0.6627 -1.9589 -2.6993 0.33
C -2.0195 -1.9284 -3.6474 -0.95
C -0.2405 -0.4905 -2.0992 -0.52
N 1.2254 -0.1885 -2.4029 -0.19
C 1.9375 0.2944 -1.1540 0.13
N 3.2462 -0.3715 -0.7817 -0.35
N 1.4715 1.3087 -0.3406 -0.10
S 2.2420 1.9085 1.1080 1.03
O 3.7653 2.1526 0.9988 -0.53
O 1.8246 0.9762 2.2914 -0.46
C 1.4717 3.6242 1.4394 0.38
F 1.7081 4.3882 0.1570 -0.24
F 0.0182 3.5033 1.7355 -0.22
C 2.2660 4.4683 2.6078 0.50
F 1.5165 5.7612 2.8331 -0.25
F 2.2463 3.7439 3.9001 -0.17
F 3.6501 4.8649 2.2517 -0.16
H -0.2697 -2.7263 -0.5696 0.27
H -1.9606 -3.3497 -1.2730 0.28
H -0.2831 -4.1229 -1.9039 0.26
H 0.2305 -2.2990 -3.4093 0.19
H -2.2050 -3.0316 -4.0575 0.29
H -1.8593 -1.1647 -4.5463 0.23
H -2.9498 -1.6456 -2.9771 0.24
H -0.8577 0.4078 -2.5369 0.34
H -0.4528 -0.5039 -0.9270 0.19
H 1.3142 0.4961 -3.1938 0.35
H 3.9830 0.2365 -1.2436 0.32
H 3.3259 -1.3484 -1.1419 0.35
H 0.5521 1.7653 -0.6094 0.39
C -0.6266 0.6786 4.7493 -0.54
O -0.7999 -0.2687 3.7115 -0.44
H -1.2329 0.3801 5.6077 0.27
H 0.4256 0.7107 5.0427 0.27
H -0.9495 1.6633 4.4027 0.20
H -0.2504 0.0225 2.9641 0.25
C -3.5149 1.4926 -3.7009 -0.62
O -3.0969 0.7625 -2.5623 -0.44
H -2.6779 1.5733 -4.3983 0.25
H -4.3420 0.9693 -4.1870 0.27
H -3.8312 2.4935 -3.3972 0.29
H -3.8599 0.7072 -1.9622 0.28
C -1.1463 -4.3820 -6.7022 -0.56
O -1.6246 -4.4725 -5.3728 -0.50
H -0.5541 -3.4698 -6.8055 0.22
H -0.5185 -5.2484 -6.9243 0.26
H -1.9922 -4.3447 -7.3929 0.27
H -2.1459 -5.2909 -5.3116 0.27
C 4.1767 -1.9579 1.9629 -0.35
O 4.0836 -2.9889 0.9972 -0.53
H 4.6407 -1.0819 1.5039 0.14
H 3.1758 -1.6952 2.3145 0.09
H 4.7915 -2.2964 2.8004 0.37
H 3.6684 -3.7523 1.4332 0.31
C -1.0325 -3.5221 3.9395 -0.26
O -1.1256 -4.5530 2.9737 -0.53
H -0.5685 -2.6460 3.4804 -0.06
H -2.0333 -3.2594 4.2910 0.26
H -0.4176 -3.8605 4.7770 0.29
H -1.5408 -5.3165 3.4097 0.29
C -1.6810 6.9404 3.9336 -0.54
O -1.1676 6.7040 2.6355 -0.48
H -2.7711 6.9909 3.8808 0.23
H -1.3880 6.1228 4.5968 0.24
H -1.2925 7.8887 4.3129 0.26
H -0.1993 6.6642 2.7140 0.35
```

Summary:
F_max   8.51 eV/A
Total charge   +1
Kohn-Sham gap   6.269 eV
Multiplicity   1
E   -59335.8814 eV

***

Here is a structure of composition C13H37HgO9S6 at a distorted geometry from the Open Molecules 2025 dataset. Energies are from ωB97M-V with the def2-TZVPD basis set.

Structure (XYZ):
```
66
Properties=species:S:1:pos:R:3:mulliken_charge:R:1
Hg 15.5625 -1.0441 -6.3241 3.03
O 17.1575 2.5763 -7.5154 -0.54
C 16.6110 1.4518 -7.1168 0.59
O 16.7068 1.1216 -5.9316 -0.60
O 16.2097 0.6070 -7.9350 -0.63
H 17.5718 2.8236 -6.6854 0.30
C 18.7625 -0.0129 -3.3911 -0.97
S 16.9557 -0.3378 -3.0438 0.33
O 16.4343 -1.2264 -4.1666 -0.46
C 17.3801 -1.5495 -1.6206 -1.08
H 19.1881 -0.9421 -3.7702 0.30
H 19.2282 0.3746 -2.4850 0.45
H 18.8748 0.7514 -4.1601 0.25
H 17.9558 -1.1236 -0.7988 0.38
H 17.8530 -2.3733 -2.1551 0.32
H 16.5250 -2.0661 -1.1847 0.33
C 19.3811 -0.2369 -8.7679 -1.02
S 18.7230 -1.8963 -8.0390 0.28
O 17.7636 -1.6222 -6.8612 -0.39
C 17.7742 -2.3815 -9.4654 -0.49
H 20.0578 0.1621 -8.0123 0.37
H 18.6029 0.4634 -9.0713 0.24
H 20.0437 -0.5644 -9.5690 0.45
H 17.2838 -1.4997 -9.8776 0.14
H 17.0647 -3.1242 -9.1005 -0.08
H 18.4707 -2.8312 -10.1730 0.53
C 13.4972 0.8425 -3.3907 -0.78
S 12.9214 1.1521 -5.2064 0.21
O 13.7990 0.2476 -5.9970 -0.35
C 11.3230 0.3132 -4.8407 -0.47
H 12.6165 1.1461 -2.8248 0.50
H 14.4193 1.4110 -3.2699 0.30
H 13.6390 -0.2380 -3.3683 0.05
H 11.4804 -0.6497 -4.3547 -0.36
H 10.9151 0.1555 -5.8391 0.29
H 10.7312 1.0165 -4.2549 0.53
C 11.2452 -2.7488 -6.1227 -1.16
S 12.7400 -3.3467 -5.1321 0.47
O 13.6842 -2.1391 -5.2667 -0.44
C 11.8507 -3.4166 -3.5229 -1.15
H 10.4391 -2.3064 -5.5375 0.41
H 10.8306 -3.6338 -6.6055 0.43
H 11.5968 -2.0774 -6.9061 0.21
H 12.5706 -3.8972 -2.8604 0.36
H 10.9210 -3.9856 -3.5199 0.41
H 11.5434 -2.3949 -3.2998 0.30
C 12.9740 -3.5898 -9.6409 -0.85
S 13.5396 -1.8465 -9.4578 0.27
O 14.4006 -1.8716 -8.2264 -0.91
C 14.6346 -1.8146 -10.9118 -0.91
H 12.5576 -3.5626 -10.6479 0.44
H 12.3131 -4.0162 -8.8863 0.23
H 13.8638 -4.2171 -9.6932 0.22
H 15.3490 -1.0084 -10.7451 0.24
H 14.1435 -1.7670 -11.8837 0.46
H 15.3060 -2.6642 -10.7867 0.26
C 15.1298 -5.7799 -4.9473 -0.84
S 16.4092 -4.6983 -5.7363 0.17
O 15.8463 -3.2898 -5.9432 -0.50
C 16.4907 -5.6930 -7.3226 -0.86
H 14.5274 -5.2264 -4.2270 0.11
H 15.6337 -6.5648 -4.3834 0.44
H 14.3602 -6.1807 -5.6069 0.32
H 15.5086 -5.6556 -7.7941 0.21
H 16.8144 -6.7302 -7.2356 0.44
H 17.1904 -5.1826 -7.9844 0.25
```

Summary:
F_max   3.81 eV/A
Total charge   +1
Kohn-Sham gap   8.724 eV
Multiplicity   1
E   -101683.1324 eV
ΔE to the lowest compared entry with this formula, charge and spin   2.1862 eV

***

Here is a structure of composition C13H37O9 at a distorted geometry from the Open Molecules 2025 dataset. Energies are from ωB97M-V with the def2-TZVPD basis set.

Structure (XYZ):
```
59
Properties=species:S:1:pos:R:3:mulliken_charge:R:1
O -1.0533 -0.3784 -1.2625 -0.71
C 0.0452 0.0109 -0.6527 0.21
O 0.9976 -0.7768 -0.3729 -1.11
O 0.0565 1.1939 -0.4065 0.09
H -1.1434 0.5730 -1.1716 0.58
C -3.2138 -2.3569 -0.1336 -1.17
C -3.0022 -0.8025 0.1345 0.33
O -4.2985 -0.1915 0.4313 -0.63
H -4.0068 -2.6422 -0.8249 0.33
H -3.5273 -2.8166 0.8037 0.33
H -2.2706 -2.7672 -0.4942 0.24
H -2.5923 -0.2239 -0.6933 0.14
H -2.2938 -0.5907 0.9355 0.49
H -4.5096 -0.3932 1.3458 0.36
C -1.0594 -2.1509 1.8413 -0.01
C 0.3878 -2.5535 1.7003 -0.97
O 1.3836 -1.5609 1.4418 -0.67
H -1.1884 -1.2809 2.4851 0.33
H -1.7654 -2.8994 2.2012 0.43
H -1.4023 -1.7211 0.9001 -1.02
H 0.3766 -3.2847 0.8920 0.26
H 0.7338 -3.1942 2.5114 0.50
H 1.2239 -1.2235 0.5574 1.14
C 2.5192 -3.1381 -3.0186 -1.51
C 1.7090 -2.1112 -2.1170 0.47
O 0.8280 -2.6640 -1.1648 -0.77
H 1.8413 -3.4134 -3.8266 0.38
H 2.7951 -3.9974 -2.4075 0.32
H 3.4242 -2.7543 -3.4894 0.36
H 1.1812 -1.3715 -2.7189 0.17
H 2.4150 -1.5113 -1.5426 -0.09
H 0.4593 -1.8499 -0.8142 0.22
C 3.6149 -0.9993 0.2362 -1.12
C 3.5541 0.5123 0.4514 -0.26
O 2.7362 1.0917 -0.5443 -0.49
H 4.1725 -1.2577 -0.6640 0.36
H 2.6392 -1.4440 0.0400 0.52
H 4.1273 -1.5007 1.0572 0.34
H 4.5568 0.9395 0.4385 0.42
H 3.0826 0.7095 1.4141 0.24
H 1.8395 0.7838 -0.3939 0.23
C -0.9202 3.8202 -1.2079 -0.94
C 0.5618 3.6304 -0.8087 -0.20
O 1.1065 2.5692 -1.5546 -0.73
H -0.9412 4.1871 -2.2341 0.35
H -1.3644 4.5373 -0.5175 0.37
H -1.4681 2.8797 -1.1507 0.17
H 0.6839 3.2098 0.1894 0.12
H 1.1300 4.5565 -0.8962 0.37
H 0.6400 1.7415 -1.4173 0.47
C -2.2365 2.9852 2.5906 -1.67
C -1.3428 2.9158 1.3758 -0.01
O -0.7622 1.6234 1.3594 -0.64
H -1.6970 3.2597 3.4970 0.34
H -2.8623 2.1326 2.8543 0.29
H -2.9687 3.7821 2.4602 0.44
H -0.7140 3.7870 1.1922 0.40
H -2.0446 2.9404 0.5421 0.21
H -0.1735 1.4492 0.6214 0.42
```

Summary:
F_max   12.44 eV/A
Total charge   -1
Kohn-Sham gap   8.802 eV
Multiplicity   1
E   -32496.9261 eV
ΔE to the lowest compared entry with this formula, charge and spin   13.8707 eV

***

Here is a cluster of 7 separate species, C13H38ClN12O7P in total at a distorted geometry from the Open Molecules 2025 dataset. Energies are from ωB97M-V with the def2-TZVPD basis set.

Structure (XYZ):
```
72
Properties=species:S:1:pos:R:3:mulliken_charge:R:1
C 4.0723 0.1127 0.3090 -0.90
C 3.5022 0.4196 -1.0898 -0.68
C 3.0519 1.8782 -1.1806 -1.07
C 1.7223 2.0807 -0.4065 1.59
C 1.7483 3.2914 0.5150 -1.68
P 0.2784 2.1216 -1.5664 -0.26
C -0.8080 0.6981 -0.9767 0.30
C -1.2818 1.0879 0.3875 0.32
O -2.0815 1.9766 0.5978 -0.59
Cl -0.6202 0.2136 1.8197 -0.26
H 3.2748 -0.2244 0.9701 0.30
H 4.5342 1.0216 0.6823 0.27
H 4.8458 -0.6355 0.2128 0.29
H 4.2231 0.1960 -1.8720 0.41
H 2.6351 -0.2182 -1.2564 0.34
H 2.9295 2.1574 -2.2245 0.33
H 3.7974 2.4922 -0.6804 0.41
H 1.6143 1.2094 0.2354 -0.53
H 2.4371 3.0675 1.3255 0.38
H 2.0756 4.1952 0.0155 0.36
H 0.7816 3.4252 0.9899 0.43
H 0.7301 1.7040 -2.8375 0.05
H -0.1742 -0.1768 -0.9033 0.36
H -1.6549 0.5479 -1.6311 -0.25
C -5.6421 0.7101 -0.8728 0.69
O -5.1623 0.5980 -1.9967 -0.78
N -5.0301 1.4467 0.0848 -0.30
N -6.8104 0.0988 -0.5150 -0.39
H -5.3800 1.5638 1.0158 0.13
H -4.1625 1.8891 -0.1695 0.19
H -7.2768 -0.4476 -1.2145 0.24
H -7.2196 0.1765 0.3958 0.15
C 2.6633 -1.2762 3.8071 0.54
O 3.1528 -0.8834 2.7549 -0.60
N 1.3225 -1.3580 4.0021 -0.04
N 3.4381 -1.6610 4.8682 -0.42
H 0.8905 -1.6678 4.8525 0.21
H 0.7337 -1.0817 3.2368 0.03
H 4.4319 -1.6099 4.7518 0.23
H 3.0627 -1.9835 5.7386 0.15
C -2.8689 -2.7414 -1.7125 0.67
O -1.9597 -2.0459 -2.1476 -0.67
N -2.6737 -4.0503 -1.3728 -0.44
N -4.1337 -2.2698 -1.5337 -0.21
H -3.3962 -4.6446 -1.0163 0.14
H -1.7512 -4.4229 -1.4960 0.25
H -4.2989 -1.3160 -1.8012 0.14
H -4.8879 -2.8200 -1.1725 0.18
C 7.7030 1.0082 -1.1155 0.60
O 7.1470 0.1113 -0.5132 -0.58
N 7.0588 1.7655 -2.0578 -0.32
N 9.0166 1.3380 -0.9017 -0.42
H 7.4942 2.5100 -2.5665 0.17
H 6.0951 1.5501 -2.2349 0.18
H 9.5156 0.8029 -0.2175 0.22
H 9.4914 2.0739 -1.3872 0.15
C -3.4714 -0.6356 -5.5092 0.53
O -2.7074 -1.1988 -6.2763 -0.69
N -3.2749 -0.5872 -4.1632 -0.08
N -4.6068 0.0018 -5.9498 -0.34
H -3.9056 -0.1206 -3.5350 0.17
H -2.4544 -1.0405 -3.7860 0.07
H -4.7873 -0.0115 -6.9347 0.20
H -5.2474 0.4717 -5.3393 0.16
C -2.2087 -1.2992 5.3884 0.68
O -1.0069 -1.1559 5.5480 -0.70
N -2.9188 -2.2786 6.0249 -0.40
N -2.9338 -0.4918 4.5622 -0.34
H -3.9041 -2.4144 5.9093 0.15
H -2.4117 -2.8870 6.6388 0.22
H -2.4383 0.2345 4.0770 0.18
H -3.9192 -0.5914 4.4165 0.16
```

Summary:
F_max   2.51 eV/A
Kohn-Sham gap   8.045 eV
Structure (SMILES)   CCC[C@@H](C)PCC(=O)Cl.NC(N)=O.NC(N)=O.NC(N)=O.NC(N)=O.NC(N)=O.NC(N)=O
Multiplicity   1
E   -68128.4139 eV

***

Number 1: HOMO level -0.4359 Ha. Number 2: HOMO level -0.3887 Ha. Number 3: HOMO level -0.2129 Ha. Number 4: HOMO level -0.2993 Ha.